The following is a quantum chemistry calculation of an isolated molecule of C18H23N5OS, from OMol25.

**E_HOMO**: -8.87 eV
**LUMO energy**: 0.077 eV
**HOMO-LUMO gap**: 8.949 eV

```
48
Properties=species:S:1:pos:R:3:forces:R:3:lowdin_charge:R:1
N -9.871 0.944 -1.663 0.0322 0.0663 -0.0069 0.17
C -8.955 0.540 -1.101 -0.0588 -0.1205 0.0127 -0.22
C -7.828 0.045 -0.376 0.0227 0.0545 -0.0017 -0.62
N -7.490 -1.191 -0.427 0.0035 0.0022 -0.0053 0.06
N -6.401 -1.403 0.335 -0.0010 -0.0013 0.0016 0.00
C -5.848 -0.331 1.033 0.0152 -0.0003 -0.0043 -0.64
N -4.862 -0.289 1.812 -0.0067 -0.0099 -0.0007 0.03
C -4.123 -1.520 2.049 -0.0058 0.0044 0.0076 -0.21
C -3.088 -1.793 0.958 -0.0085 0.0036 -0.0003 -0.30
C -2.377 -3.148 1.182 -0.0002 -0.0016 0.0066 -0.15
C -0.909 -2.889 0.852 0.0145 -0.0094 0.0199 -0.14
C -0.700 -1.476 1.384 -0.0130 0.0052 -0.0166 -0.31
N 0.545 -0.892 0.931 -0.0196 0.0235 -0.0298 0.10
C 1.007 0.274 1.453 0.0108 0.0063 0.0315 -0.51
O 0.457 0.857 2.367 0.0001 0.0004 0.0011 0.08
C 2.234 0.758 0.824 0.0056 -0.0305 -0.0089 0.10
C 3.249 1.153 0.318 0.0049 -0.0151 -0.0054 0.03
C 4.473 1.638 -0.317 -0.0040 0.0208 0.0080 -0.33
C 5.094 0.570 -1.227 -0.0002 -0.0006 -0.0016 -0.17
C 6.371 1.087 -1.883 0.0003 0.0001 0.0003 -0.20
C 6.113 2.377 -2.657 -0.0004 -0.0001 -0.0006 -0.21
C 5.490 3.441 -1.757 0.0001 0.0001 0.0001 -0.20
C 4.210 2.933 -1.101 -0.0002 0.0013 -0.0010 -0.17
C -1.964 -0.734 0.925 0.0023 0.0007 -0.0029 -0.09
S -6.837 1.082 0.623 -0.0014 0.0018 0.0013 1.09
H -6.041 -2.340 0.372 0.0011 -0.0005 0.0030 0.14
H -3.606 -1.417 3.005 0.0065 0.0013 -0.0037 0.12
H -4.793 -2.388 2.154 -0.0016 0.0003 -0.0011 0.11
H -3.602 -1.803 -0.008 0.0022 -0.0016 -0.0036 0.13
H -2.462 -3.435 2.235 -0.0013 -0.0024 -0.0012 0.12
H -2.811 -3.956 0.594 0.0005 0.0019 -0.0028 0.11
H -0.228 -3.619 1.290 -0.0001 0.0010 0.0017 0.12
H -0.758 -2.891 -0.234 0.0000 -0.0015 0.0004 0.12
H -0.675 -1.498 2.477 0.0014 0.0007 -0.0002 0.16
H 1.014 -1.276 0.129 0.0001 -0.0010 0.0006 0.14
H 5.190 1.866 0.482 0.0001 -0.0005 -0.0001 0.15
H 5.293 -0.335 -0.650 0.0000 0.0000 0.0004 0.12
H 4.363 0.305 -1.998 -0.0002 0.0002 0.0004 0.12
H 7.122 1.275 -1.108 0.0000 -0.0001 0.0000 0.12
H 6.786 0.322 -2.542 0.0000 0.0001 -0.0003 0.11
H 7.042 2.748 -3.095 0.0003 0.0001 0.0005 0.11
H 5.433 2.167 -3.489 -0.0001 -0.0001 0.0002 0.11
H 6.208 3.720 -0.977 0.0000 0.0000 0.0001 0.12
H 5.279 4.348 -2.327 0.0002 0.0000 -0.0002 0.11
H 3.456 2.726 -1.868 -0.0002 -0.0002 0.0005 0.12
H 3.787 3.686 -0.434 0.0000 -0.0002 0.0005 0.12
H -1.802 -0.373 -0.093 -0.0002 0.0007 0.0003 0.12
H -2.184 0.132 1.547 -0.0009 0.0002 0.0001 0.12
```
Positions in Å, forces in eV/Å.